{"formula": "C15H60IO15", "method": "wB97M-V/def2-TZVPD", "species": ["I", "C", "O", "H", "H", "H", "H", "C", "O", "H", "H", "H", "H", "C", "O", "H", "H", "H", "H", "C", "O", "H", "H", "H", "H", "C", "O", "H", "H", "H", "H", "C", "O", "H", "H", "H", "H", "C", "O", "H", "H", "H", "H", "C", "O", "H", "H", "H", "H", "C", "O", "H", "H", "H", "H", "C", "O", "H", "H", "H", "H", "C", "O", "H", "H", "H", "H", "C", "O", "H", "H", "H", "H", "C", "O", "H", "H", "H", "H", "C", "O", "H", "H", "H", "H", "C", "O", "H", "H", "H", "H"], "xyz": [[-0.20, 0.06, -0.38], [-3.07, 0.13, -5.47], [-2.33, 1.37, -5.43], [-2.48, -0.67, -5.92], [-3.34, -0.10, -4.44], [-4.03, 0.26, -5.95], [-1.66, 1.24, -4.76], [-1.98, -2.26, -3.02], [-1.00, -2.83, -2.25], [-2.46, -2.96, -3.70], [-2.78, -1.98, -2.33], [-1.66, -1.31, -3.45], [-0.72, -2.18, -1.59], [-2.87, 3.63, -3.27], [-2.10, 3.88, -4.44], [-2.38, 2.87, -2.67], [-3.04, 4.58, -2.77], [-3.78, 3.14, -3.65], [-1.33, 4.35, -4.09], [4.13, 1.14, -0.72], [3.96, 1.00, -2.17], [3.16, 1.06, -0.22], [4.78, 0.31, -0.48], [4.58, 2.09, -0.44], [3.65, 0.12, -2.36], [0.42, 4.23, 0.22], [1.44, 5.20, 0.39], [0.92, 3.29, -0.01], [-0.23, 4.08, 1.08], [-0.20, 4.49, -0.64], [2.16, 4.81, 0.89], [0.70, -4.78, 0.09], [0.85, -5.22, 1.45], [1.15, -5.52, -0.57], [-0.36, -4.70, -0.15], [1.13, -3.80, -0.13], [1.55, -4.74, 1.92], [0.04, -3.05, 4.67], [-0.74, -2.35, 5.58], [-0.41, -4.03, 4.49], [0.06, -2.48, 3.74], [1.04, -3.20, 5.07], [-0.50, -2.60, 6.48], [0.41, 1.82, 3.17], [1.57, 1.55, 2.39], [-0.28, 2.36, 2.52], [-0.16, 0.93, 3.40], [0.46, 2.43, 4.07], [1.27, 1.16, 1.57], [2.59, -2.22, 2.07], [3.00, -3.56, 2.26], [2.45, -1.97, 1.02], [1.72, -1.95, 2.67], [3.41, -1.59, 2.41], [3.68, -3.78, 1.62], [-2.58, -2.96, 1.48], [-2.95, -2.51, 0.20], [-2.93, -3.99, 1.61], [-1.50, -2.97, 1.60], [-3.01, -2.26, 2.20], [-2.46, -1.71, 0.00], [4.40, 3.62, 2.68], [3.35, 3.55, 1.76], [5.22, 4.18, 2.24], [4.06, 4.12, 3.59], [4.77, 2.62, 2.90], [2.86, 2.75, 1.97], [-3.15, 0.82, 4.07], [-3.05, -0.56, 4.39], [-4.16, 1.17, 3.89], [-2.74, 1.44, 4.87], [-2.55, 0.99, 3.17], [-2.14, -0.85, 4.47], [0.92, 0.81, -4.13], [-0.41, 1.17, -3.70], [1.20, -0.15, -3.70], [0.95, 0.74, -5.21], [1.63, 1.54, -3.73], [-0.39, 0.96, -2.76], [-4.10, 1.90, 0.85], [-3.41, 1.95, -0.38], [-3.94, 0.96, 1.38], [-3.76, 2.73, 1.47], [-5.17, 2.09, 0.74], [-2.59, 1.49, -0.23], [2.89, -2.75, -2.22], [3.39, -1.79, -3.15], [1.98, -2.39, -1.74], [2.69, -3.64, -2.83], [3.70, -2.94, -1.52], [2.84, -1.85, -3.93]], "e_lumo_ev": 2.15, "gap_ev": 8.54, "e_tot_ha": -2033.65108, "total_charge": -1}

=====

{"formula": "C15H60O15", "method": "wB97M-V/def2-TZVPD", "species": ["C", "O", "H", "H", "H", "H", "C", "O", "H", "H", "H", "H", "C", "O", "H", "H", "H", "H", "C", "O", "H", "H", "H", "H", "C", "O", "H", "H", "H", "H", "C", "O", "H", "H", "H", "H", "C", "O", "H", "H", "H", "H", "C", "O", "H", "H", "H", "H", "C", "O", "H", "H", "H", "H", "C", "O", "H", "H", "H", "H", "C", "O", "H", "H", "H", "H", "C", "O", "H", "H", "H", "H", "C", "O", "H", "H", "H", "H", "C", "O", "H", "H", "H", "H", "C", "O", "H", "H", "H", "H"], "xyz": [[1.92, -4.99, -2.07], [1.77, -3.61, -1.97], [1.25, -5.50, -1.41], [2.91, -5.29, -1.92], [1.66, -5.30, -3.05], [0.86, -3.47, -1.77], [2.21, 2.53, 1.44], [1.32, 3.58, 1.44], [2.94, 2.70, 0.69], [1.79, 1.60, 1.18], [2.68, 2.36, 2.43], [1.46, 3.99, 0.61], [-1.34, 4.38, 0.09], [-2.47, 4.55, -0.77], [-0.81, 3.52, -0.18], [-1.64, 4.38, 1.11], [-0.69, 5.23, -0.02], [-2.15, 4.25, -1.60], [2.87, -0.75, -0.28], [2.65, 0.45, -1.01], [2.21, -1.52, -0.44], [2.84, -0.56, 0.80], [3.91, -1.11, -0.40], [3.37, 1.09, -0.86], [1.94, 4.36, -1.67], [2.02, 5.21, -0.54], [1.38, 4.83, -2.48], [1.45, 3.38, -1.48], [3.03, 4.20, -1.94], [1.36, 5.92, -0.59], [0.59, -3.45, 1.03], [1.42, -2.71, 1.88], [0.05, -2.88, 0.34], [-0.20, -3.94, 1.62], [1.18, -4.22, 0.56], [1.98, -3.26, 2.48], [-3.60, 0.18, -0.52], [-2.91, 1.39, -0.54], [-3.76, -0.18, 0.53], [-2.96, -0.59, -0.93], [-4.59, 0.19, -1.00], [-1.98, 1.17, -0.53], [0.85, -1.03, -3.69], [1.20, 0.22, -3.22], [0.07, -1.44, -3.02], [1.76, -1.68, -3.67], [0.46, -1.05, -4.68], [1.78, 0.09, -2.42], [-3.84, -3.01, 1.23], [-2.51, -2.54, 1.11], [-4.12, -3.16, 2.30], [-3.90, -4.03, 0.79], [-4.56, -2.40, 0.76], [-2.42, -2.05, 1.90], [-1.17, 2.05, 2.52], [-1.99, 1.47, 3.50], [-0.40, 1.38, 2.29], [-0.78, 3.00, 2.82], [-1.76, 2.21, 1.63], [-2.31, 0.66, 3.14], [-0.19, -0.16, -0.03], [-0.23, 1.10, -0.54], [0.01, -0.94, -0.74], [-1.23, -0.37, 0.29], [0.45, -0.21, 0.83], [0.68, 1.24, -0.85], [-1.28, -3.78, -3.06], [-1.16, -3.07, -1.81], [-1.94, -4.60, -2.93], [-0.32, -4.12, -3.36], [-1.78, -3.19, -3.86], [-2.00, -3.02, -1.35], [-0.95, 2.76, -3.21], [-1.24, 4.15, -3.02], [0.09, 2.46, -3.30], [-1.44, 2.59, -4.17], [-1.47, 2.17, -2.52], [-0.85, 4.68, -3.75], [2.86, -0.26, 3.62], [2.94, -0.41, 5.00], [3.19, -1.16, 3.13], [3.59, 0.49, 3.40], [1.84, -0.01, 3.28], [2.60, 0.32, 5.46], [-0.72, -1.18, 3.54], [-2.11, -1.16, 3.29], [-0.46, -0.69, 4.47], [-0.07, -0.75, 2.82], [-0.53, -2.25, 3.70], [-2.55, -1.45, 4.11]], "e_lumo_ev": 0.35, "gap_ev": 9.11, "e_tot_ha": -1735.75254, "total_charge": 0, "e_above_lowest_kcal_mol": 209.6}

=====

{"formula": "C15H64BNO28", "method": "wB97M-V/def2-TZVPD", "species": ["C", "C", "C", "C", "N", "C", "C", "C", "C", "C", "C", "C", "H", "H", "H", "H", "H", "H", "H", "H", "H", "H", "H", "H", "H", "H", "H", "H", "H", "H", "H", "H", "H", "H", "H", "H", "O", "C", "O", "B", "O", "C", "O", "O", "C", "O", "C", "O", "O", "O", "H", "H", "O", "H", "H", "O", "H", "H", "O", "H", "H", "O", "H", "H", "O", "H", "H", "O", "H", "H", "O", "H", "H", "O", "H", "H", "O", "H", "H", "O", "H", "H", "O", "H", "H", "O", "H", "H", "O", "H", "H", "O", "H", "H", "O", "H", "H", "O", "H", "H", "O", "H", "H", "O", "H", "H", "O", "H", "H"], "xyz": [[2.90, -3.85, -0.20], [2.55, -2.41, -0.69], [1.24, -2.01, 0.07], [1.09, -0.49, 0.17], [-0.30, 0.03, 0.37], [-0.23, 1.39, 0.66], [-0.16, 1.42, 2.16], [-0.52, -0.01, 2.69], [-0.98, -0.58, 1.40], [-1.01, -0.13, -0.98], [-0.44, 0.63, -2.20], [-1.46, 0.54, -3.36], [3.41, -4.49, -1.03], [2.11, -4.35, 0.31], [3.64, -3.92, 0.66], [2.55, -2.36, -1.63], [3.25, -1.67, -0.36], [1.33, -2.26, 1.10], [0.58, -2.60, -0.46], [1.74, -0.19, -0.68], [1.83, -0.17, 0.83], [-1.45, 1.96, 0.40], [0.67, 1.96, 0.31], [-0.85, 2.17, 2.63], [0.95, 1.77, 2.42], [-1.23, -0.12, 3.34], [0.56, -0.32, 3.08], [-2.20, -0.37, 1.50], [-0.82, -1.66, 1.58], [-1.91, 0.21, -0.99], [-0.90, -1.01, -1.54], [0.56, 0.23, -2.45], [-0.27, 1.74, -1.85], [-1.29, 1.19, -3.96], [-2.45, 0.71, -3.16], [-1.48, -0.43, -3.78], [-0.57, 4.37, 5.89], [-1.62, 4.04, 5.46], [-1.69, 3.08, 4.69], [-3.16, 2.98, 4.40], [-3.81, 4.12, 4.99], [-2.91, 4.56, 5.69], [-3.13, 5.36, 6.65], [-3.71, 1.71, 4.95], [-3.84, 0.96, 3.93], [-4.07, -0.27, 3.98], [-3.77, 1.64, 2.77], [-3.42, 2.84, 2.92], [-4.13, 1.15, 1.65], [-2.03, 3.70, -1.34], [-2.93, 3.29, -1.19], [-2.19, 3.87, -2.38], [5.62, -5.03, 2.23], [5.74, -4.16, 2.77], [5.40, -4.76, 1.37], [-0.62, 5.33, 0.28], [-1.08, 4.62, -0.14], [0.23, 5.33, -0.18], [-0.32, -5.14, 0.77], [-0.78, -5.92, 1.10], [-0.63, -4.95, -0.08], [2.07, 4.16, 0.83], [2.69, 3.46, 1.18], [2.27, 4.26, -0.07], [-5.20, 0.98, -4.88], [-5.30, 0.47, -5.65], [-5.08, 0.41, -4.15], [1.96, -4.04, -3.96], [2.04, -3.56, -4.78], [2.07, -4.95, -4.05], [-0.79, -3.10, 5.04], [-0.86, -3.48, 5.93], [-0.61, -2.21, 5.09], [-1.66, 4.10, -4.09], [-1.73, 5.00, -4.56], [-0.69, 3.85, -4.45], [4.74, -3.17, -2.93], [5.16, -3.17, -3.81], [3.75, -3.21, -3.06], [-4.50, 2.79, -0.32], [-4.27, 2.09, 0.28], [-4.55, 3.72, 0.00], [-5.03, -0.83, 0.36], [-6.03, -0.59, 0.36], [-4.52, -0.12, 0.66], [0.39, 5.07, 2.93], [-0.06, 5.50, 2.22], [1.12, 4.56, 2.64], [2.47, 0.12, -4.74], [3.28, 0.30, -5.36], [2.43, 0.93, -4.55], [5.81, -5.79, -2.73], [6.27, -6.37, -2.13], [5.31, -5.11, -2.49], [3.76, 1.56, 1.49], [4.49, 2.21, 1.37], [3.69, 1.07, 2.37], [2.16, -2.08, 4.88], [2.32, -1.33, 4.20], [2.40, -2.95, 4.44], [4.22, 0.72, -1.46], [5.06, 0.63, -1.63], [4.27, 1.12, -0.59], [-1.53, -2.72, -6.10], [-1.87, -2.56, -5.21], [-0.93, -2.06, -6.19], [-2.75, -2.81, -3.61], [-2.19, -3.26, -2.93], [-3.67, -2.86, -3.35]], "e_lumo_ev": -1.18, "gap_ev": 7.94, "e_tot_ha": -2795.97345, "total_charge": 0, "e_above_lowest_kcal_mol": 104.6}